Entry 1:
{
  "formula": "C4H10NO2",
  "method": "the ωB97M-V functional and the def2-TZVPD basis",
  "homo_energy_ev": -14.7,
  "orbital_gap_ev": 11.57,
  "charge": 1,
  "de_lowest_ev": 1.264,
  "symbols": ["C", "C", "C", "C", "N", "O", "O", "H", "H", "H", "H", "H", "H", "H", "H", "H", "H"],
  "xyz": [[1.96659, 1.47588, -0.47798], [1.90504, -2.10606, -0.67141], [-1.04387, 1.80245, 0.12708], [1.85913, -1.55256, 0.69556], [-1.24373, 0.36334, 0.37809], [3.02146, 1.86471, -0.42028], [1.01948, -0.78536, 1.12005], [1.07284, -1.77299, -1.28801], [1.91704, -3.19477, -0.61401], [2.84748, -1.82056, -1.13944], [-1.99568, 2.31090, -0.01645], [-0.53094, 2.24870, 0.97513], [2.66869, -1.88694, 1.35924], [-1.70138, -0.08568, -0.41927], [-1.82404, 0.22256, 1.21016], [-0.28947, -0.10864, 0.56383], [-0.42925, 1.93738, -0.75899]],
  "atomic_forces_ev_per_a": [[0.85, 0.30, -0.13], [-0.19, 0.02, -0.28], [-0.14, 0.94, -0.24], [0.26, -0.29, 0.05], [0.31, -0.37, 0.16], [-0.51, -0.22, 0.00], [-0.02, -0.01, 0.22], [0.00, 0.00, 0.00], [0.01, -0.08, 0.02], [0.11, 0.03, -0.02], [-0.04, -0.17, 0.06], [0.01, -0.10, 0.02], [-0.02, 0.11, 0.16], [0.06, 0.01, 0.23], [0.07, -0.08, -0.22], [-0.59, 0.05, -0.16], [-0.16, -0.12, 0.11]]
}

Entry 2:
{
  "formula": "C4H10NO2",
  "method": "the ωB97M-V functional and the def2-TZVPD basis",
  "homo_energy_ev": -15.2,
  "orbital_gap_ev": 11.67,
  "smiles": "C[NH2+][C@H](C)C(=O)O",
  "charge": 1,
  "de_lowest_ev": 0.782,
  "symbols": ["C", "N", "C", "C", "C", "O", "O", "H", "H", "H", "H", "H", "H", "H", "H", "H", "H"],
  "xyz": [[-1.46703, -0.50043, -1.40996], [-0.50515, -0.80577, -0.27464], [0.11124, 0.41583, 0.31795], [0.98053, 1.18842, -0.65376], [0.90025, 0.02401, 1.57753], [1.86014, 0.56985, 2.00371], [0.28994, -1.01816, 2.19238], [-1.89380, -1.44462, -1.73009], [-2.18402, 0.19661, -0.98527], [-0.96928, -0.00906, -2.23711], [0.20425, -1.48676, -0.53648], [-1.09622, -1.25849, 0.43270], [-0.64165, 1.01861, 0.84111], [0.48060, 1.50690, -1.55551], [1.86184, 0.57397, -0.83658], [1.32304, 2.11361, -0.19906], [0.74535, -1.08454, 3.05308]],
  "atomic_forces_ev_per_a": [[0.45, 0.06, 0.28], [-1.27, 0.34, -0.24], [0.86, 0.56, 1.17], [0.12, -0.11, 0.44], [-0.22, -0.76, -0.29], [0.26, 0.43, -0.08], [0.25, 0.35, 0.25], [-0.24, 0.09, -0.01], [-0.28, -0.21, -0.12], [0.25, -0.14, 0.03], [0.17, -0.01, -0.17], [0.47, -0.02, 0.13], [-0.57, -0.02, -0.88], [-0.17, -0.26, -0.32], [0.08, 0.18, -0.44], [0.06, -0.10, 0.32], [-0.20, -0.38, -0.06]]
}

Entry 3:
{
  "formula": "C4H10NO2",
  "method": "the ωB97M-V functional and the def2-TZVPD basis",
  "homo_energy_ev": -14.5,
  "orbital_gap_ev": 10.78,
  "charge": 1,
  "de_lowest_ev": 1.643,
  "symbols": ["C", "C", "N", "H", "H", "H", "H", "H", "H", "O", "C", "O", "C", "H", "H", "H", "H"],
  "xyz": [[0.29363, -1.42018, -1.80543], [1.38906, -0.75861, -2.13438], [-0.55144, -1.15911, -0.62339], [0.05773, -2.36826, -2.26754], [2.03652, -1.22667, -2.86298], [1.70821, 0.16026, -1.66755], [-0.06040, -1.50157, 0.20585], [-0.70513, -0.16541, -0.45899], [-1.44389, -1.64753, -0.69290], [0.66958, 2.32318, 2.36362], [0.18921, 1.46869, 1.69824], [0.92580, 0.76797, 0.76533], [-1.28398, 1.12589, 1.70360], [1.74458, 1.28319, 0.66010], [-1.75505, 1.39076, 0.75160], [-1.77148, 1.67173, 2.50433], [-1.44297, 0.05567, 1.86050]],
  "atomic_forces_ev_per_a": [[0.75, -0.75, -0.29], [-0.43, -0.17, 0.46], [0.16, 0.12, -0.16], [-0.17, 0.04, 0.00], [-0.13, 0.29, -0.28], [0.01, 0.03, 0.03], [-0.04, 0.02, 0.09], [0.01, 0.18, -0.01], [-0.07, 0.09, -0.04], [0.42, 0.15, 0.14], [-0.72, 0.34, -0.11], [-0.26, 0.23, -0.11], [0.22, -0.49, -0.08], [0.10, -0.27, 0.19], [0.11, 0.17, 0.05], [0.02, 0.01, -0.02], [0.02, 0.01, 0.12]]
}

Entry 4:
{
  "formula": "C4H10NO2",
  "method": "the ωB97M-V functional and the def2-TZVPD basis",
  "homo_energy_ev": [-20.7, -20.3],
  "orbital_gap_ev": [10.29, 5.64],
  "multiplicity": 2,
  "charge": 2,
  "de_lowest_ev": 1.527,
  "symbols": ["O", "C", "C", "C", "C", "O", "N", "H", "H", "H", "H", "H", "H", "H", "H", "H", "H"],
  "xyz": [[2.49856, 0.82369, 1.02378], [1.68250, 1.20361, 0.26455], [0.61892, 0.28515, -0.37515], [-0.76076, 0.37050, 0.39624], [-1.87939, -0.07233, -0.55956], [-0.66249, -0.49523, 1.47673], [1.07028, -1.17381, -0.37946], [1.62588, 2.28987, -0.02017], [0.46268, 0.57213, -1.41034], [-0.90110, 1.40811, 0.72785], [-2.70916, 0.61832, -0.49801], [-2.22557, -1.06453, -0.28069], [-1.58698, -0.13337, -1.59901], [-0.69097, -0.04496, 2.33440], [1.04446, -1.56393, -1.32931], [2.00488, -1.34423, 0.00220], [0.40826, -1.67902, 0.22595]],
  "atomic_forces_ev_per_a": [[0.20, -0.33, 0.31], [-0.37, 0.82, -0.25], [-0.10, -1.19, -0.57], [0.13, 0.68, 0.81], [0.03, -0.47, -0.31], [0.25, 0.02, 0.02], [-0.29, 0.47, -0.05], [0.01, -0.17, 0.04], [0.28, 0.40, -0.10], [-0.04, -0.15, -0.19], [-0.17, 0.20, 0.13], [-0.02, -0.04, 0.21], [0.12, 0.19, -0.32], [-0.12, -0.09, 0.05], [0.00, -0.05, 0.08], [0.10, 0.00, -0.01], [0.00, -0.27, 0.15]]
}

Entry 5:
{
  "formula": "C4H10NO2S",
  "method": "the ωB97M-V functional and the def2-TZVPD basis",
  "homo_energy_ev": -2.8,
  "orbital_gap_ev": 6.52,
  "charge": -1,
  "de_lowest_ev": 1.642,
  "symbols": ["O", "C", "N", "C", "C", "S", "C", "H", "H", "H", "H", "H", "H", "H", "H", "H", "H", "O"],
  "xyz": [[1.44002, 0.88935, -2.02798], [0.43188, 0.62185, -1.41438], [0.10231, -0.73062, -1.32228], [-1.01140, -1.13935, -0.52795], [-0.50921, -1.55437, 0.87207], [1.10586, -1.83507, 1.38475], [-0.43739, 1.70510, -0.80156], [0.90018, -1.40736, -1.42822], [-1.79938, -0.28748, -0.40998], [-1.60810, -1.98246, -0.93332], [-1.04687, -0.86810, 1.54563], [-1.05561, -2.43085, 1.12101], [-0.00347, 2.69062, -1.11896], [-0.54825, 1.62589, 0.23316], [-1.41581, 1.89806, -1.27665], [1.15540, 1.09926, 2.48414], [2.25937, 0.44480, 1.55437], [2.04046, 1.26074, 2.06614]],
  "atomic_forces_ev_per_a": [[0.78, 1.02, -0.34], [0.10, -2.14, -0.48], [-0.20, 1.18, -0.81], [-0.83, 0.31, 0.86], [-3.31, 0.69, 1.04], [2.46, -0.15, -0.10], [-0.06, 1.77, -2.69], [-1.16, 1.27, 0.38], [1.61, -1.32, -0.44], [0.64, 0.34, -0.40], [0.39, 0.44, 0.21], [-0.66, -1.23, 0.02], [0.43, -0.98, 0.83], [-0.08, -0.11, 1.64], [-0.03, -1.11, 0.22], [1.44, -0.32, -0.81], [-0.83, 0.26, 0.62], [-0.70, 0.07, 0.25]]
}

Entry 6:
{
  "formula": "C4H10NO2S",
  "method": "the ωB97M-V functional and the def2-TZVPD basis",
  "homo_energy_ev": -3.6,
  "orbital_gap_ev": 3.22,
  "charge": -1,
  "de_lowest_ev": 8.613,
  "symbols": ["C", "N", "C", "O", "C", "C", "S", "H", "H", "H", "H", "H", "H", "H", "H", "H", "H", "O"],
  "xyz": [[1.26721, 0.13234, -0.00009], [0.76265, 1.31569, -0.76530], [-0.20092, 2.20355, -0.02796], [0.22590, 2.59111, 1.16146], [0.04621, -0.69653, 0.65771], [-0.82142, -1.48926, -0.33642], [-2.16030, -0.67552, -0.94274], [1.75255, -0.72540, -0.48248], [2.02743, 0.51628, 0.70610], [-0.48000, 2.98915, -0.72597], [-1.09394, 1.53200, 0.10814], [0.64871, -1.48547, 1.14415], [-0.56404, -0.15304, 1.38986], [-0.08273, -1.61900, -1.14501], [-1.00804, -2.48541, 0.14379], [1.55289, 1.83892, -0.94180], [3.37241, -2.59045, 1.09768], [2.44341, -2.23108, 1.01191]],
  "atomic_forces_ev_per_a": [[-3.14, -0.33, 0.82], [-1.32, -2.29, 0.62], [1.32, -0.51, 1.73], [-0.25, -0.01, -1.59], [2.46, 0.82, 1.16], [2.65, -1.60, -0.25], [-1.38, 1.98, -0.24], [0.43, 0.64, -0.84], [-0.69, -0.63, 0.31], [-0.40, 0.33, -0.34], [-1.02, -0.68, -0.29], [-0.31, 0.37, 0.20], [0.19, -0.01, -0.27], [-0.39, -0.59, 0.04], [-0.25, 0.86, -0.38], [2.04, 1.69, -0.58], [-1.59, 0.48, -0.27], [1.64, -0.51, 0.17]]
}

Entry 7:
{
  "formula": "C4H10NO2S",
  "method": "the ωB97M-V functional and the def2-TZVPD basis",
  "homo_energy_ev": -2.7,
  "orbital_gap_ev": 6.06,
  "charge": -1,
  "de_lowest_ev": 2.212,
  "symbols": ["C", "C", "S", "C", "N", "C", "O", "H", "H", "H", "H", "H", "H", "H", "H", "H", "H", "O"],
  "xyz": [[-0.44051, -0.06615, -0.79685], [-1.44932, 0.89361, -0.12692], [-3.02527, 0.15280, 0.60760], [0.78946, -0.47666, -0.08868], [0.97870, -1.42403, 0.84540], [-0.12656, -1.91227, 1.65375], [1.81964, 0.12073, -0.45334], [-0.95000, -1.04280, -1.10891], [0.03715, 0.45165, -1.62682], [-0.94647, 1.25733, 0.69282], [-1.82925, 1.51790, -0.89544], [1.98146, -1.70691, 0.91677], [-0.94172, -2.10237, 1.03400], [-0.52176, -1.02949, 2.23122], [0.22073, -2.88290, 2.15473], [4.32058, 1.50067, -1.89055], [3.19255, 2.36717, -1.22400], [3.72433, 2.19952, -2.01802]],
  "atomic_forces_ev_per_a": [[-1.60, -1.89, -0.44], [-1.63, -3.05, -0.43], [0.79, -0.10, -0.28], [2.61, 1.45, -0.09], [0.23, -0.85, -0.27], [1.56, 0.10, 1.25], [0.43, -0.09, -0.10], [0.32, 1.38, 0.02], [-0.45, -0.21, -0.37], [0.98, 2.01, 1.49], [0.23, 1.22, -0.27], [-1.62, 0.53, 0.39], [-1.47, -0.74, -1.20], [0.51, -1.40, 0.47], [-0.81, 1.71, -0.13], [0.80, -1.50, 0.77], [0.36, -0.76, -0.29], [-1.23, 2.20, -0.54]]
}

Entry 8:
{
  "formula": "C4H10NO3",
  "method": "the ωB97M-V functional and the def2-TZVPD basis",
  "homo_energy_ev": -4.5,
  "orbital_gap_ev": 8.34,
  "charge": -1,
  "de_lowest_ev": 1.700,
  "symbols": ["C", "C", "C", "C", "O", "O", "N", "H", "H", "H", "H", "H", "H", "H", "H", "H", "H", "O"],
  "xyz": [[0.37066, 1.14548, -2.20555], [0.49318, 0.67106, -0.79826], [-0.43072, -0.58899, -0.92782], [-0.41020, -1.41252, 0.38438], [-0.71869, -0.74228, 1.45834], [0.01748, -2.54342, 0.30124], [0.19172, 1.56637, 0.33701], [0.03840, 2.19728, -2.27041], [-0.60263, 0.83138, -2.68508], [1.15134, 0.92529, -2.92595], [1.64772, 0.45041, -0.75061], [-1.46128, -0.12384, -0.84215], [-0.13834, -1.26006, -1.74386], [-0.70981, 2.08841, 0.03770], [-0.17918, 0.90170, 1.08539], [-0.03506, -1.30689, 3.09849], [0.75731, -1.16095, 4.38196], [0.01809, -1.63843, 4.06519]],
  "atomic_forces_ev_per_a": [[-2.78, 2.68, -1.82], [2.13, -1.79, -0.37], [-0.45, 0.30, 3.36], [0.42, 2.06, 0.53], [0.17, -0.97, -0.71], [0.26, -1.83, 0.30], [-2.42, 0.41, -1.05], [1.26, 0.48, 0.18], [0.96, -0.67, 0.37], [0.28, 0.06, 0.26], [-2.09, -0.33, 0.53], [0.82, -0.60, -1.21], [-0.55, 0.51, -0.04], [1.74, -0.88, 0.69], [0.50, 0.62, -0.87], [-0.60, -0.76, 1.08], [1.20, 0.68, 0.72], [-0.85, 0.05, -1.97]]
}

What did we get for electronic energy? Answer: -363.3892; -363.4069; -363.3753; -362.8351; -761.8610; -761.6049; -761.8401; -438.9228 Eh, in the order shown.